Record 1
{"formula": "C4H8N2O", "method": "the ωB97M-V functional and the def2-TZVPD basis", "elements": ["H", "N", "C", "N", "C", "C", "C", "O", "H", "H", "H", "H", "H", "H", "H"], "xyz": [[0.82760, 1.84115, 0.51008], [0.47296, 0.99728, 0.96174], [0.11208, 0.11334, 0.10733], [0.09775, 0.16863, -1.24949], [0.57465, 1.30332, -1.99509], [-0.41062, -1.21643, 0.63358], [-0.69544, -1.30198, 2.10448], [-0.59574, -2.13150, -0.14473], [-0.12646, -0.70038, -1.71222], [0.31400, 1.17574, -3.04771], [1.66365, 1.43052, -1.91793], [0.09389, 2.22326, -1.63983], [-1.54296, -0.64685, 2.33671], [-0.93649, -2.33238, 2.37150], [0.15113, -0.92371, 2.68158]], "forces_ev_per_angstrom": [[-0.05, -0.07, 0.03], [-0.01, -0.07, -0.30], [0.00, 0.10, -0.07], [0.03, -0.05, 0.17], [0.03, 0.13, -0.07], [-0.12, -0.34, -0.10], [-0.01, -0.07, 0.04], [0.07, 0.37, 0.34], [0.02, 0.10, 0.05], [0.05, 0.01, 0.15], [-0.15, -0.02, 0.01], [0.07, -0.11, -0.06], [0.12, -0.08, -0.04], [0.04, 0.15, -0.06], [-0.10, -0.05, -0.09]], "lumo_energy_ev": 0.669, "smiles": "[H]/N=C(\\NC)C(C)=O", "total_energy_ev": -9305.353, "de_lowest_kcal_mol": 24.0}


Record 2
{"formula": "C5H11NO", "method": "the ωB97M-V functional and the def2-TZVPD basis", "elements": ["C", "N", "C", "C", "C", "C", "H", "H", "H", "H", "H", "H", "H", "H", "H", "O", "H", "H"], "xyz": [[2.07418, -0.50240, 0.77617], [1.43758, 0.16072, -0.09778], [0.03062, 0.02482, -0.18171], [-0.49254, -0.51069, -1.30265], [-0.76528, 0.60065, 0.95741], [-1.72684, -0.60622, 1.43907], [3.14314, -0.33800, 0.79204], [1.58772, -1.07568, 1.56204], [-1.56147, -0.55725, -1.18213], [0.00687, -0.87094, -2.17471], [-0.14402, 0.84868, 1.83372], [-1.30308, 1.49034, 0.59387], [-2.60761, -0.35476, 0.83338], [-1.30717, -1.51889, 1.07379], [-2.13198, -0.54481, 2.43734], [1.36234, 1.05852, -2.80147], [1.71783, 0.97379, -1.90023], [0.67970, 1.72213, -2.65814]], "forces_ev_per_angstrom": [[-0.18, 1.24, -0.33], [0.48, -0.57, 0.26], [0.85, 0.04, -1.38], [-0.78, 0.72, 2.29], [-0.45, -1.66, 1.18], [-0.91, 2.94, -1.70], [0.21, -0.34, 0.22], [0.03, -0.36, -0.05], [-0.42, -0.31, -0.81], [0.32, -0.04, -0.07], [0.08, 0.25, -0.72], [-0.02, -0.38, 0.50], [-0.15, -0.84, -0.03], [0.05, -0.68, 0.46], [0.61, -0.21, 0.54], [0.27, 0.53, 0.05], [0.11, -0.30, -0.12], [-0.11, -0.03, -0.30]], "lumo_energy_ev": 0.755, "smiles": "C=NC(=C)CC.O", "total_energy_ev": -8898.934, "de_lowest_kcal_mol": 63.7}


Record 3
{"formula": "C5H4FNS", "method": "the ωB97M-V functional and the def2-TZVPD basis", "elements": ["N", "C", "C", "C", "S", "C", "C", "F", "H", "H", "H", "H"], "xyz": [[-3.28671, -0.68424, -0.11188], [-2.14077, -0.58331, -0.12356], [-0.71500, -0.44030, -0.12110], [0.13623, -1.42474, -0.45207], [1.82666, -0.99901, -0.38448], [1.41558, 0.59481, 0.40562], [-0.05271, 0.89270, 0.13693], [-0.18300, 1.68423, -0.99538], [-0.15516, -2.40868, -0.77730], [1.61499, 0.50999, 1.47470], [2.04920, 1.40361, -0.00156], [-0.50931, 1.45493, 0.95007]], "forces_ev_per_angstrom": [[0.07, 0.01, 0.01], [0.18, 0.01, -0.03], [-0.04, -0.07, -0.02], [0.21, 0.55, 0.07], [-0.36, -0.02, 0.04], [0.43, 0.43, -0.21], [-0.05, -0.37, 0.22], [0.02, 0.12, -0.25], [-0.02, -0.15, 0.00], [-0.11, -0.05, -0.06], [-0.32, -0.44, 0.14], [0.00, -0.03, 0.08]], "lumo_energy_ev": 0.211, "smiles": "N#CC1=CSC[C@H]1F", "total_energy_ev": -20291.897, "de_lowest_kcal_mol": 14.1}


Record 4
{"formula": "CH3NO2S", "method": "the ωB97M-V functional and the def2-TZVPD basis", "elements": ["C", "N", "O", "O", "S", "H", "H", "H"], "xyz": [[-1.47531, 0.65794, -0.28798], [1.75008, -0.89994, -0.47752], [1.55919, 0.64872, 1.48032], [-0.90716, -0.38440, -0.12414], [1.13231, -0.64217, 0.90232], [-1.15868, 1.54006, 0.32154], [-2.21160, 0.83372, -1.10545], [1.31116, -1.75392, -0.70911]], "forces_ev_per_angstrom": [[0.46, 1.31, -0.16], [0.12, 1.39, 1.53], [-0.78, -1.47, -0.71], [-1.40, -0.43, -0.51], [2.34, 1.41, 0.47], [-0.42, -0.28, -0.19], [0.13, -0.28, 0.43], [-0.44, -1.66, -0.85]], "lumo_energy_ev": -0.036, "total_energy_ev": -17503.592, "de_lowest_kcal_mol": 43.3}


Number 1: Kohn-Sham gap 9.94 eV. Number 2: Kohn-Sham gap 9.64 eV. Number 3: Kohn-Sham gap 9.38 eV. Number 4: Kohn-Sham gap 9.97 eV.